Molecular formula: C33H39Br2F32IN6O6PS
Method: DFT, the ωB97M-V functional and the def2-TZVPD basis

```
121
Properties=species:S:1:pos:R:3:lowdin_charge:R:1
I 0.32 2.61 3.13 0.98
Br 2.29 -3.85 5.08 0.92
Br -1.73 -2.06 5.08 0.84
S -0.81 -0.26 1.05 0.76
P -2.01 -2.86 2.02 0.73
F 4.60 7.53 -1.73 0.10
F 0.46 -6.46 -2.93 0.14
F 1.79 2.92 -1.47 0.09
F -8.36 -3.96 -4.87 0.15
F -0.09 11.29 -3.26 0.15
F 3.82 -4.97 -0.47 0.08
F 3.04 -7.62 -0.39 0.13
F 6.15 1.36 -1.19 0.10
F 2.38 7.30 -3.35 0.13
F -5.73 -2.06 -0.28 0.09
F 4.05 -0.33 -0.73 0.07
F -4.83 -3.29 -1.83 0.12
F 1.71 -7.93 -4.94 0.10
F 4.35 2.40 -0.55 0.12
F 0.54 3.55 -3.14 0.10
F 2.23 11.84 -4.72 0.10
F 2.88 2.35 -4.06 0.14
F 2.83 0.67 -2.22 0.09
F -6.06 -3.60 -6.41 0.10
F 2.17 -6.41 1.19 0.08
F -7.34 -2.11 -4.44 0.14
F 2.82 4.46 -4.49 0.15
F -4.04 -0.65 -1.92 0.09
F 3.79 9.48 -2.18 0.10
F -4.85 -3.53 -4.60 0.10
F -5.21 -1.14 -3.66 0.10
F 2.81 9.75 -4.58 0.10
F -0.55 -8.32 -3.34 0.15
F 2.61 -5.46 -2.20 0.10
F 2.96 -7.85 -3.17 0.10
F 1.72 10.85 -2.17 0.14
F 2.09 6.48 -1.35 0.07
O -7.21 -3.83 -2.98 0.03
O -1.59 1.03 6.18 0.04
O 0.47 9.17 -3.02 0.04
O 4.15 3.78 -2.86 0.04
O 0.65 -8.19 -1.49 0.04
O -3.84 -0.15 2.24 0.04
N 1.13 -2.79 0.57 0.05
N -2.41 -2.77 0.45 -0.31
N 1.58 -2.12 5.20 -0.41
N -2.21 0.39 3.91 -0.02
N 0.24 -0.32 4.30 -0.10
N 0.42 -2.13 2.92 -0.08
C 2.57 -5.33 -0.86 -0.31
C -6.02 -3.99 -5.12 -0.28
C 4.11 0.43 -1.86 -0.29
C 0.87 -1.65 4.20 -0.36
C -5.28 -1.00 -2.32 -0.30
C -4.74 -0.51 4.46 -0.02
C 2.25 7.65 -2.05 -0.42
C 4.89 1.72 -1.59 -0.43
C 1.75 10.59 -4.55 -0.28
C -0.81 -1.42 2.49 -0.76
C 2.15 -6.63 -0.16 -0.43
C 1.79 -8.33 -3.65 -0.28
C -7.22 -3.44 -4.34 -0.51
C -3.36 2.38 5.19 0.00
C 1.01 0.91 4.28 -0.66
C 0.95 8.46 -1.87 -0.04
C -5.72 -2.29 -1.63 -0.43
C 2.90 3.56 -3.48 -0.50
C 2.57 0.69 3.84 -0.27
C -2.29 1.17 5.16 -0.43
C 5.05 2.67 -2.79 -0.04
C 1.85 -1.39 6.48 -0.15
C -3.53 -0.09 3.47 -0.39
C 0.73 -7.15 -0.51 -0.05
C 0.99 10.47 -3.23 -0.50
C 2.78 0.31 2.30 -0.13
C -7.14 -2.79 -2.01 -0.05
C 1.21 -2.99 2.03 -0.30
C 0.60 -7.80 -2.84 -0.50
C 3.15 -1.22 7.06 0.05
C -1.11 -0.55 3.82 -0.60
C 1.73 3.78 -2.52 -0.27
C 3.52 8.33 -1.53 -0.30
H -3.57 2.76 4.12 0.10
H 3.13 -0.02 4.53 0.09
H -1.43 -4.15 2.32 0.03
H 1.73 4.79 -2.12 0.14
H 2.33 -2.90 2.32 0.12
H 3.75 0.82 1.96 0.10
H -5.62 0.21 4.32 0.10
H 1.11 10.35 -5.40 0.18
H 0.18 -2.77 0.19 0.05
H 1.89 -4.51 -0.60 0.13
H -1.54 0.87 1.41 -0.11
H 3.64 -0.18 7.04 0.10
H -4.42 -0.57 5.55 0.08
H 1.72 -2.03 0.22 0.09
H -5.96 -0.17 -2.09 0.17
H -3.44 -2.64 0.41 -0.04
H -3.28 -2.76 2.72 0.01
H 1.83 -9.42 -3.62 0.18
H -5.08 -1.57 4.14 0.10
H 3.00 -0.82 2.19 0.06
H 5.11 2.14 -3.74 0.15
H -7.55 -3.25 -1.10 0.15
H -2.96 3.25 5.80 0.10
H 1.90 0.53 1.61 0.02
H 3.70 -2.08 7.57 0.09
H 1.10 1.29 5.37 0.10
H -7.82 -1.97 -2.23 0.15
H -4.38 2.02 5.58 0.10
H -5.99 -5.08 -5.08 0.18
H 3.45 8.54 -0.46 0.17
H 4.59 -0.17 -2.63 0.18
H 0.16 7.72 -1.68 0.15
H 3.06 1.73 3.98 0.11
H 0.35 -7.61 0.41 0.15
H 0.95 -4.10 2.23 0.11
H 0.96 9.09 -0.98 0.15
H 6.03 3.14 -2.68 0.15
H 0.91 -0.91 6.95 0.15
H 0.03 -6.33 -0.71 0.14
```

Properties
lowest unoccupied orbital energy: -4.82 eV
HOMO energy: -10.88 eV
total charge: +1
frontier orbital gap: 6.1 eV

=====

Molecular formula: C37H40F5N3O3ReS3Si
Method: DFT, the ωB97M-V functional and the def2-TZVPD basis

```
93
Properties=species:S:1:pos:R:3:lowdin_charge:R:1
Re -0.47 1.32 1.40 1.29
S -2.76 4.91 3.14 1.16
S -0.67 1.59 -0.96 0.63
S -0.56 -1.04 0.59 0.60
Si 0.87 -2.79 -1.78 0.38
F -3.46 1.86 0.29 0.06
F -0.62 3.68 -3.03 0.10
F -5.38 3.54 -0.46 0.15
F -2.61 5.32 -3.80 0.15
F -5.00 5.25 -2.53 0.17
O -0.23 -2.48 -2.83 -0.09
O 2.19 -1.97 -1.68 -0.09
O 0.71 -4.01 -0.81 -0.09
N -0.35 1.74 3.39 -0.06
N 0.92 0.09 2.16 -0.19
N -1.33 3.21 1.67 -0.14
C -1.05 4.45 1.21 -0.28
C 0.21 -6.35 -0.84 -0.01
C 0.31 0.90 4.20 -0.17
C -0.65 -2.35 -5.18 -0.01
C -0.69 7.12 0.51 -0.01
C -0.78 1.80 6.18 0.01
C -1.64 -4.68 -1.10 -0.02
C -4.02 4.44 -2.15 -0.12
C 0.01 6.08 -0.17 -0.02
C 3.66 -1.87 -1.83 -0.58
C -4.22 3.57 -1.09 -0.14
C 1.52 -1.18 5.51 0.03
C -1.96 2.74 -1.33 -0.49
C -1.40 2.70 5.41 -0.01
C -1.79 3.63 -2.39 -0.25
C 1.99 -2.29 3.27 0.01
C -2.08 3.26 2.93 -0.52
C 0.85 -0.15 6.24 0.03
C -0.60 -1.52 -3.91 -0.58
C -0.44 -4.89 1.09 -0.02
C 1.76 -2.24 1.96 -0.08
C 1.19 -1.03 1.29 -0.61
C -2.80 4.48 -2.80 -0.13
C -1.74 5.50 1.90 -0.43
C -1.96 -0.99 -3.53 -0.01
C -0.33 -5.01 -0.41 -0.58
C -3.20 2.73 -0.71 -0.24
C 1.01 -0.08 3.49 -0.17
C 3.96 -0.38 -1.86 -0.01
C -1.56 6.84 1.54 -0.06
C -1.00 2.91 3.98 -0.30
C 1.57 -1.19 4.14 -0.13
C -0.15 4.78 0.16 -0.03
C 0.44 -0.42 -3.98 -0.02
C 4.29 -2.55 -0.64 -0.01
C 0.19 0.87 5.60 -0.13
C 4.02 -2.55 -3.13 -0.01
H 3.60 0.10 -0.95 0.09
H 3.95 -3.59 -0.56 0.10
H -1.19 -5.60 1.44 0.11
H 5.37 -2.57 -0.77 0.11
H -1.35 -3.17 -5.07 0.10
H 0.39 3.99 -0.35 0.08
H -2.14 3.37 5.83 0.12
H -1.04 1.71 7.23 0.13
H -1.91 -0.47 -2.57 0.05
H -2.09 7.62 2.06 0.13
H 0.51 -5.13 1.57 0.09
H 0.16 0.29 -4.76 0.11
H 2.02 -3.07 1.31 0.10
H -2.00 -3.68 -0.82 0.09
H 1.94 -2.02 6.05 0.13
H -0.53 8.15 0.22 0.13
H 0.70 6.35 -0.96 0.13
H 3.83 -3.62 -3.08 0.10
H -0.75 -3.89 1.39 0.06
H -2.69 -1.80 -3.45 0.10
H 5.04 -0.24 -1.91 0.11
H 4.06 -2.03 0.29 0.08
H 3.50 0.09 -2.72 0.09
H 0.51 0.11 -3.03 0.04
H 1.81 -0.72 0.45 0.07
H -2.30 -0.28 -4.29 0.11
H 1.20 -6.52 -0.42 0.10
H -0.97 -1.72 -6.01 0.11
H 0.34 -2.75 -5.42 0.10
H 0.79 -0.23 7.32 0.13
H 3.46 -2.12 -3.96 0.09
H -0.30 3.75 3.94 0.17
H 5.08 -2.40 -3.33 0.11
H 0.27 -6.43 -1.93 0.10
H -2.89 2.53 2.95 0.13
H -2.39 -5.41 -0.78 0.11
H -0.45 -7.14 -0.48 0.11
H -1.55 -4.73 -2.18 0.09
H 1.43 -0.82 -4.24 0.08
H 2.43 -3.17 3.71 0.13
```

Properties
lowest unoccupied orbital energy (alpha / beta): -7.15 / -7.68 eV
⟨S²⟩: 4.23
multiplicity: 4
HOMO energy (alpha / beta): -12.86 / -13.08 eV
energy above the lowest of the compared OMol25 structures with the same formula, charge and spin: 124.0 kcal per mole
total charge: +2
frontier orbital gap (alpha / beta): 5.7 / 5.4 eV

=====

Molecular formula: C19H31Cl10FO
Method: DFT, the ωB97M-V functional and the def2-TZVPD basis

```
62
Properties=species:S:1:pos:R:3:lowdin_charge:R:1
Cl 0.56 3.02 -3.60 0.56
Cl -2.76 -2.96 -2.53 0.52
Cl -6.62 -2.35 -0.88 0.54
Cl -2.72 5.71 -1.26 0.53
Cl 3.84 3.08 -2.29 0.52
Cl -2.38 6.03 4.25 0.54
Cl -3.76 2.23 2.79 0.60
Cl -3.11 1.45 -0.85 0.59
Cl 0.25 -3.26 -0.17 0.55
Cl -0.21 -6.03 1.86 0.52
F 3.85 -5.07 -0.47 0.04
O -0.08 2.07 0.53 0.00
C 0.32 1.17 2.65 0.00
C -2.94 3.95 -1.69 -0.62
C 6.28 -2.47 0.29 -0.07
C 0.93 -5.86 0.45 -0.63
C 1.12 0.03 0.39 -0.04
C 0.46 1.14 1.15 -0.44
C 5.67 -1.44 -0.44 -0.10
C -3.71 4.01 2.94 -0.65
C 2.25 3.08 -1.45 -0.69
C 1.18 3.84 -2.14 -0.66
C 5.66 -3.70 0.29 -0.02
C 4.47 -3.86 -0.40 -0.28
C 0.33 -5.00 -0.62 -0.64
C -5.31 -2.54 -2.06 -0.68
C -2.76 4.29 4.04 -0.70
C -2.87 3.15 -0.44 -0.73
C -4.00 -2.67 -1.25 -0.65
C 3.90 -2.87 -1.12 -0.04
C 4.54 -1.64 -1.18 -0.09
H -1.78 3.74 3.90 0.08
H 3.99 -0.85 -1.71 0.11
H 1.14 1.67 3.08 0.07
H 3.01 -3.02 -1.71 0.11
H 7.25 -2.38 0.76 0.10
H -3.17 3.96 4.96 0.05
H -5.13 -1.60 -2.68 0.10
H -5.50 -3.55 -2.45 0.06
H 2.11 0.31 -0.12 0.10
H 0.39 -0.20 -0.43 0.09
H -4.73 4.42 3.12 0.10
H 1.50 4.85 -2.41 0.08
H -3.77 -1.76 -0.73 0.05
H 1.81 -5.39 0.82 0.04
H -0.65 1.57 2.91 0.05
H -0.60 -5.35 -1.01 0.05
H 6.11 -4.54 0.79 0.11
H 1.97 2.06 -1.50 0.01
H -3.97 -3.49 -0.57 0.06
H 1.08 -6.84 0.05 0.07
H 2.42 3.39 -0.39 0.10
H 0.45 3.94 -1.35 0.06
H 6.13 -0.41 -0.44 0.12
H -3.66 3.43 0.20 0.01
H -3.36 4.39 1.99 0.04
H 0.42 0.15 3.08 0.09
H 1.19 -0.93 0.89 0.03
H -3.93 3.79 -2.03 0.06
H 1.08 -4.99 -1.49 0.09
H -2.25 3.76 -2.47 0.03
H -1.92 3.36 0.13 0.07
```

Properties
SMILES: Fc1ccccc1.CC(C)=O.ClCCCl.ClCCCl.ClCCCl.ClCCCl.ClCCCl
lowest unoccupied orbital energy: 0.45 eV
HOMO energy: -9.63 eV
frontier orbital gap: 10.1 eV

=====

Molecular formula: C22H25AuN4OS2Si
Method: DFT, the ωB97M-V functional and the def2-TZVPD basis

```
56
Properties=species:S:1:pos:R:3:lowdin_charge:R:1
Au -0.04 -0.04 0.04 0.83
S 4.51 -0.26 0.11 1.06
S 0.67 0.65 5.15 1.04
Si -3.57 -0.18 -0.22 0.42
O -1.99 -0.03 -0.33 -0.53
N -1.69 0.66 3.79 0.13
N 1.99 -0.06 0.41 -0.11
N 2.61 -0.40 -1.81 0.10
N 0.32 0.36 2.63 0.03
C -4.36 0.21 -1.88 -0.21
C -5.75 0.31 -2.09 -0.10
C -5.88 2.14 2.44 -0.09
C 3.89 -0.02 1.71 -0.35
C -3.34 -2.22 1.67 -0.10
C 1.67 0.28 2.86 -0.35
C -4.05 0.71 -4.24 -0.09
C -6.28 0.60 -3.34 -0.09
C -4.96 3.07 2.89 -0.10
C -4.19 1.08 1.05 -0.20
C -4.00 -1.95 0.31 -0.61
C -3.65 3.02 2.42 -0.10
C -5.43 0.80 -4.42 -0.10
C -5.50 1.16 1.53 -0.09
C 2.06 0.41 4.15 -0.37
C -0.34 0.56 3.73 -0.67
C -3.53 0.42 -2.99 -0.09
C 2.55 0.07 1.69 -0.31
C -3.37 -2.88 -0.75 -0.10
C -3.28 2.04 1.51 -0.14
C 2.91 -0.24 -0.51 -0.70
C -5.50 -2.26 0.40 -0.09
H 3.33 -0.49 -2.51 0.10
H -2.46 0.36 -2.85 0.09
H -2.26 -2.02 1.64 0.06
H -5.64 -3.32 0.65 0.08
H -2.26 2.02 1.13 0.09
H -7.35 0.67 -3.47 0.10
H 3.05 0.38 4.57 0.07
H 4.57 0.05 2.55 0.08
H -3.53 -3.93 -0.46 0.08
H -5.99 -1.67 1.19 0.06
H -3.78 -1.58 2.45 0.07
H -6.02 -2.07 -0.54 0.07
H -3.82 -2.73 -1.73 0.08
H -2.20 0.72 2.92 0.06
H -3.49 -3.26 1.97 0.08
H -3.39 0.88 -5.08 0.10
H -5.25 3.83 3.60 0.10
H 1.64 -0.35 -2.09 0.07
H -2.30 -2.71 -0.84 0.07
H -6.91 2.18 2.80 0.10
H -5.84 1.03 -5.40 0.10
H -6.43 0.17 -1.25 0.09
H -2.15 0.99 4.63 0.10
H -6.25 0.45 1.19 0.08
H -2.93 3.75 2.76 0.10
```

Properties
lowest unoccupied orbital energy: 0.25 eV
HOMO energy: -8.16 eV
energy above the lowest of the compared OMol25 structures with the same formula, charge and spin: 5.3 kcal per mole
frontier orbital gap: 8.4 eV

=====

Molecular formula: C27H23N3O3PdSe
Method: DFT, the ωB97M-V functional and the def2-TZVPD basis

```
58
Properties=species:S:1:pos:R:3:lowdin_charge:R:1
Pd -0.42 0.23 0.46 0.66
Se -1.18 -1.86 -0.80 0.62
O -2.20 -0.25 2.94 -0.06
O -1.01 -2.54 3.99 -0.10
O -1.31 1.99 -0.86 -0.13
N 0.03 2.83 1.39 0.02
N 1.78 -5.34 0.40 0.02
N -0.68 3.71 0.60 0.02
C -0.27 -1.44 3.65 -0.25
C 1.84 -0.25 3.74 -0.13
C 2.62 -1.97 -3.58 -0.13
C -1.96 5.57 -1.01 -0.05
C 1.66 -4.23 1.12 -0.18
C 1.81 -0.86 -3.78 -0.12
C -0.67 1.91 1.97 -0.24
C 1.05 -1.40 3.99 -0.06
C -2.01 4.21 -1.29 -0.14
C 0.83 -3.17 0.82 -0.14
C -1.89 -3.02 2.97 -0.09
C -3.44 4.68 -3.17 -0.11
C -0.07 0.81 2.71 -0.25
C -1.28 3.19 -0.44 -0.53
C 1.64 0.62 -0.34 -0.13
C -0.96 -0.27 3.07 -0.41
C 2.84 -1.37 -1.27 -0.07
C 0.02 -3.23 -0.32 -0.69
C -2.64 6.48 -1.80 -0.12
C 1.50 -0.01 -2.73 -0.08
C -3.38 6.04 -2.89 -0.13
C 3.13 -2.22 -2.32 -0.12
C 1.29 0.82 3.10 -0.10
C -2.75 3.77 -2.37 -0.03
C 2.01 -0.25 -1.44 -0.34
C 1.00 -5.39 -0.69 -0.21
C 0.13 -4.40 -1.08 -0.15
H 1.39 -0.65 -4.76 0.09
H -2.92 -2.77 3.24 0.08
H -1.75 -4.10 2.92 0.08
H 0.83 0.82 -2.88 0.11
H 1.88 1.70 2.85 0.10
H -2.77 2.71 -2.57 0.11
H 0.80 -2.29 1.46 0.07
H 1.09 -6.30 -1.29 0.08
H 2.84 -2.64 -4.41 0.08
H -3.92 6.75 -3.51 0.08
H -1.37 5.90 -0.16 0.09
H 3.22 -1.58 -0.28 0.10
H -1.67 -2.57 2.00 0.03
H 2.27 0.53 0.55 0.04
H -1.77 1.93 1.91 0.13
H 2.89 -0.25 4.03 0.08
H 2.28 -4.16 2.01 0.09
H 3.75 -3.09 -2.14 0.09
H -0.46 -4.53 -1.98 0.08
H 1.48 -2.28 4.46 0.11
H -4.02 4.32 -4.02 0.09
H -2.59 7.54 -1.58 0.09
H 1.43 1.65 -0.62 0.04
```

Properties
lowest unoccupied orbital energy (alpha / beta): 4.69 / 4.68 eV
⟨S²⟩: 2.04
multiplicity: 3
HOMO energy (alpha / beta): -0.85 / -1.47 eV
energy above the lowest of the compared OMol25 structures with the same formula, charge and spin: 2.0 kcal per mole
total charge: -2
frontier orbital gap (alpha / beta): 5.5 / 6.2 eV

=====

Molecular formula: C24H27BrN6O4S
Method: DFT, the ωB97M-V functional and the def2-TZVPD basis

```
63
Properties=species:S:1:pos:R:3:lowdin_charge:R:1
Br -3.58 -3.78 4.67 0.75
S -0.45 6.23 0.71 0.69
O 1.87 0.07 -1.16 0.09
O -0.72 6.79 2.00 -0.28
O 0.42 6.92 -0.18 -0.28
O -2.91 3.99 -0.52 0.01
N 0.51 0.39 0.64 0.16
N -1.99 6.09 -0.05 0.01
N -1.57 -3.63 2.75 0.09
N -0.42 -4.26 2.46 -0.06
N -1.21 -5.25 4.23 0.07
N -2.83 3.01 -1.47 0.11
C 0.35 -2.34 1.21 -0.06
C -2.13 5.02 -0.91 -0.35
C 0.39 1.78 0.67 -0.19
C 0.43 -4.00 -1.20 -0.28
C 0.02 4.51 0.80 -0.29
C 2.54 -3.95 0.12 -0.27
C 1.77 -4.41 1.37 -0.08
C -2.00 -4.25 3.82 -0.90
C -0.45 2.33 1.64 0.00
C -1.52 4.74 -2.10 -0.17
C 1.86 -4.52 -1.13 -0.11
C -0.35 -4.45 0.04 -0.06
C -0.61 5.57 -2.92 -0.02
C 1.21 -0.38 -0.24 -0.40
C -1.68 2.61 -3.59 -0.01
C 0.43 -2.48 -1.28 -0.07
C 1.11 -1.89 -0.03 -0.33
C -0.64 3.70 1.70 -0.05
C 0.34 -3.88 1.28 -0.38
C 1.07 2.62 -0.21 0.02
C -2.01 3.43 -2.40 -0.31
C -0.23 -5.24 3.36 -0.13
C 0.87 3.99 -0.14 -0.04
C 2.55 -2.43 0.06 -0.07
H -0.37 -5.54 0.10 0.13
H 2.26 -4.03 2.27 0.13
H 3.04 -2.02 0.94 0.14
H -0.06 -4.41 -2.10 0.15
H -0.04 -0.08 1.34 0.12
H 1.37 4.66 -0.82 0.12
H 1.87 -5.61 -1.09 0.12
H -0.59 -2.10 -1.35 0.14
H 3.11 -2.09 -0.82 0.13
H 0.21 4.97 -3.31 0.08
H 1.73 2.20 -0.95 0.10
H 0.60 -5.90 3.38 0.13
H -1.14 6.01 -3.76 0.09
H 1.77 -5.50 1.41 0.12
H 0.98 -2.14 -2.17 0.13
H -0.97 1.68 2.33 0.12
H 0.81 -1.96 2.12 0.14
H -0.70 -2.02 1.18 0.12
H 3.57 -4.32 0.19 0.15
H 2.42 -4.21 -2.01 0.13
H -0.62 2.33 -3.56 0.08
H -0.20 6.38 -2.31 0.06
H -1.86 3.17 -4.50 0.09
H -2.28 1.70 -3.58 0.08
H -1.37 -4.09 0.00 0.13
H -2.71 6.12 0.65 0.13
H -1.30 4.14 2.43 0.12
```

Properties
SMILES: Cc1noc(NS(=O)(=O)c2ccc(NC(=O)[C@@]34C[C@H]5C[C@@H](C3)C[C@](n3cnc(Br)n3)(C5)C4)cc2)c1C
lowest unoccupied orbital energy: 0.30 eV
HOMO energy: -8.96 eV
frontier orbital gap: 9.3 eV

=====

Molecular formula: Br3ClSi
Method: DFT, the ωB97M-V functional and the def2-TZVPD basis

```
5
Properties=species:S:1:pos:R:3:lowdin_charge:R:1
Br 1.65 1.60 0.53 0.27
Br -2.44 0.23 1.29 -0.11
Br 0.13 0.14 -2.29 0.29
Cl 0.52 -1.99 0.53 0.18
Si 0.15 0.01 -0.06 -0.64
```

Properties
lowest unoccupied orbital energy: -2.52 eV
HOMO energy: -10.22 eV
energy above the lowest of the compared OMol25 structures with the same formula, charge and spin: 44.4 kcal per mole
frontier orbital gap: 7.7 eV

=====

Molecular formula: C5H6I2
Method: DFT, the ωB97M-V functional and the def2-TZVPD basis

```
13
Properties=species:S:1:pos:R:3:lowdin_charge:R:1
I -3.65 -1.00 3.78 0.36
I -0.72 -3.58 -1.37 0.79
C -0.41 -1.86 -0.26 -0.67
C -0.33 -0.87 0.42 -0.24
C -1.88 0.78 -2.29 0.02
C -1.13 -0.03 -2.74 -0.03
C -0.03 0.31 1.18 -0.11
H -2.49 1.32 -1.70 -0.01
H -5.14 -1.47 3.39 -0.35
H 0.42 0.09 2.20 0.11
H 0.63 0.91 0.62 0.06
H -0.80 0.99 1.34 0.04
H -0.26 -0.23 -3.30 0.02
```

Properties
SMILES: CC#CI.C#C.I
lowest unoccupied orbital energy: 0.35 eV
HOMO energy: -9.14 eV
energy above the lowest of the compared OMol25 structures with the same formula, charge and spin: 85.1 kcal per mole
frontier orbital gap: 9.5 eV

=====

Molecular formula: C4H7NO
Method: DFT, the ωB97M-V functional and the def2-TZVPD basis

```
13
Properties=species:S:1:pos:R:3:lowdin_charge:R:1
O 1.65 -0.07 0.94 0.00
N -1.21 1.55 -0.20 0.14
C -1.68 0.59 0.41 -0.29
C 1.73 0.04 -0.41 -0.31
C 1.00 -0.72 -1.23 -0.01
C -2.22 -0.39 1.09 -0.01
H 0.31 -1.46 -0.83 0.07
H 1.10 -0.62 -2.30 0.06
H -3.03 -0.98 0.68 0.05
H 2.17 0.63 1.35 0.10
H -0.42 1.28 -0.78 0.04
H 2.43 0.78 -0.80 0.12
H -1.84 -0.62 2.08 0.05
```

Properties
SMILES: C=C=N.C=CO
lowest unoccupied orbital energy: 0.71 eV
HOMO energy: -8.87 eV
energy above the lowest of the compared OMol25 structures with the same formula, charge and spin: 66.7 kcal per mole
frontier orbital gap: 9.6 eV